No. 1
ORCA calculation (ωB97M-V with the def2-TZVPD basis set) on 2 unconnected molecules or ions with the total composition C5H12N3 in a non-equilibrium geometry.

Each line ends with the natural charge from an NBO analysis.
Cartesian coordinates (Å):
1 C 0.096 2.017 1.695  -0.240
2 C 0.746 2.587 0.833  -0.205
3 C -0.365 -0.196 0.139  0.381
4 C -2.634 0.574 0.170  -0.448
5 C 2.199 -1.622 -1.494  -0.439
6 N 0.580 -1.157 0.225  -0.376
7 N -1.628 -0.341 0.509  -0.537
8 N 1.960 -1.024 -0.184  -0.384
9 H -0.551 1.576 2.359  0.233
10 H 1.288 2.915 0.033  0.235
11 H -0.229 0.676 -0.405  0.229
12 H -2.944 0.327 -0.865  0.226
13 H -3.558 0.400 0.934  0.250
14 H -2.272 1.705 0.190  0.245
15 H 1.967 -2.611 -1.386  0.205
16 H 1.660 -1.255 -2.389  0.190
17 H 3.251 -1.473 -1.847  0.242
18 H 0.331 -2.000 0.655  0.405
19 H -1.931 -1.141 1.113  0.428
20 H 2.036 0.043 -0.285  0.360

Atomic forces in eV per Å
2.20 2.19 -2.77
-2.28 -2.12 3.16
-0.13 -3.49 -0.12
-3.05 2.59 0.29
0.97 1.99 -1.68
-0.86 2.71 -0.93
1.93 -2.40 2.19
-0.84 3.35 -0.12
-0.88 -0.61 1.37
1.17 1.01 -1.40
0.93 1.33 -0.92
-0.35 0.48 0.63
2.23 0.74 -2.03
-0.75 -2.45 0.17
-0.18 -2.78 -0.01
-0.51 0.28 0.77
-0.61 -0.32 1.10
-0.04 -1.42 0.79
0.68 0.94 -0.94
0.37 -2.01 0.47

Computed properties:
E_LUMO: -3.560 eV
highest occupied orbital energy: -0.5054 hartree
energy: -9839.0037 eV
energy relative to the best compared isomer or geometry (same formula, charge and spin): 502.5 kJ/mol
net charge: +1
frontier orbital gap: 10.19 eV

No. 2
ORCA calculation (ωB97M-V with the def2-TZVPD basis set) on 2 unconnected molecules or ions with the total composition C5H12N3 in a non-equilibrium geometry.

Each line ends with the natural charge from an NBO analysis.
Cartesian coordinates (Å):
1 C -0.287 -1.669 -0.460  0.078
2 C -1.691 -1.559 -0.311  -0.380
3 C -2.116 -0.380 0.109  0.363
4 C -3.084 0.570 0.349  -0.754
5 C -0.170 1.671 0.367  -0.462
6 N 0.493 -0.672 -0.175  -0.439
7 N -0.207 0.285 0.454  -0.006
8 N 3.168 -0.908 -0.055  -1.080
9 H 0.157 -2.672 -0.655  0.226
10 H -2.301 -2.248 -0.762  0.275
11 H 3.765 -0.288 0.527  0.405
12 H -3.247 1.184 -0.459  0.251
13 H -2.863 1.176 1.317  0.258
14 H -4.024 0.135 0.608  0.307
15 H -1.088 1.913 1.018  0.231
16 H 0.742 2.081 0.691  0.235
17 H -0.307 2.034 -0.606  0.241
18 H 3.310 -1.920 0.389  0.396
19 H 3.687 -1.018 -0.980  0.401
20 H 1.581 -0.824 -0.214  0.453

Atomic forces in eV per Å
-3.60 -6.30 -0.77
3.06 1.14 -0.25
3.08 -0.73 0.73
-0.30 1.72 3.58
-1.36 0.22 2.23
2.72 4.05 0.93
-2.67 -2.30 -0.78
2.06 -3.01 -0.06
-0.29 1.09 -0.23
-1.51 -1.81 -0.63
-0.62 -0.47 -0.50
-0.42 1.87 -1.79
-0.28 -0.73 -1.56
-0.77 -0.82 0.07
1.82 0.62 -0.94
1.14 0.76 0.91
-0.49 0.33 -1.84
-0.31 2.76 -1.02
-0.85 0.39 1.49
-0.41 1.24 0.45

Computed properties:
E_LUMO (spin up / spin down): -3.337 / -5.983 eV
highest occupied orbital energy (spin up / spin down): -0.3740 / -0.5225 hartree
spin multiplicity: 3
⟨S²⟩: 2.025
energy: -9837.0433 eV
energy relative to the best compared isomer or geometry (same formula, charge and spin): 185.4 kJ/mol
net charge: +1
frontier orbital gap (spin up / spin down): 6.84 / 8.23 eV

No. 3
ORCA calculation (ωB97M-V with the def2-TZVPD basis set) on a gas-phase ion, C5H12N3O (charge +1) in a non-equilibrium geometry.

Each line ends with the natural charge from an NBO analysis.
Cartesian coordinates (Å):
1 C -2.815 -0.866 0.528  -0.264
2 O -2.108 -0.396 -0.577  -0.344
3 N -0.746 -0.194 -0.391  -0.131
4 C 0.480 -1.074 -0.307  -0.244
5 C 1.494 -0.195 0.277  -0.075
6 C 2.887 -0.443 -0.481  -0.616
7 N 0.977 1.177 0.127  -0.550
8 C -0.318 1.140 -0.148  0.651
9 N -1.209 2.103 -0.126  -0.762
10 H -2.777 -0.106 1.398  0.179
11 H -2.399 -1.845 0.788  0.197
12 H -3.864 -0.886 0.085  0.235
13 H 0.750 -1.397 -1.363  0.229
14 H 0.200 -2.114 0.216  0.255
15 H 1.679 -0.230 1.291  0.214
16 H 2.909 0.111 -1.495  0.244
17 H 3.115 -1.589 -0.415  0.244
18 H 3.608 -0.004 0.183  0.223
19 H 1.345 1.901 0.670  0.425
20 H -1.050 3.144 -0.028  0.452
21 H -2.158 1.764 -0.234  0.438

Atomic forces in eV per Å
-1.22 0.71 1.27
1.89 0.62 -1.99
1.45 3.28 1.35
-3.44 -3.92 -1.49
2.80 0.81 -2.22
-1.11 -0.40 0.48
-0.96 -0.96 -1.68
-1.35 -2.80 0.06
-0.34 1.78 0.09
-0.05 -1.33 -1.12
-0.61 0.10 0.37
1.24 -0.40 1.03
-0.22 0.55 1.19
0.85 2.52 -0.64
0.20 -1.11 2.29
-0.05 -1.49 1.52
-0.52 2.15 -0.81
0.72 0.37 -0.03
0.69 1.23 0.70
0.02 -2.10 -0.14
0.03 0.37 -0.21

Computed properties:
E_LUMO: -2.824 eV
highest occupied orbital energy: -0.4998 hartree
energy: -11888.6194 eV
energy relative to the best compared isomer or geometry (same formula, charge and spin): 341.5 kJ/mol
net charge: +1
structure (SMILES): CON1C[C@@H](C)NC1=[NH2+]
frontier orbital gap: 10.78 eV

No. 4
ORCA calculation (ωB97M-V with the def2-TZVPD basis set) on a molecular structure, C5H12N3O2 in a non-equilibrium geometry.

Each line ends with the natural charge from an NBO analysis.
Cartesian coordinates (Å):
1 C -1.801 -0.787 0.144  0.790
2 C 3.581 1.059 -0.570  -0.614
3 C -3.284 0.972 0.956  -0.466
4 C 3.110 -0.419 -0.756  -0.428
5 C 1.707 -0.843 -0.431  0.043
6 N -2.827 -1.310 -0.443  -0.756
7 N 0.765 -0.142 0.009  0.380
8 N -2.077 0.199 1.027  -0.579
9 O -0.616 -1.209 -0.007  -0.528
10 O 0.507 0.892 0.471  -0.269
11 H 3.262 1.725 -1.301  0.227
12 H 3.179 1.589 0.349  0.223
13 H 4.586 1.036 -0.376  0.234
14 H -4.259 0.460 1.059  0.221
15 H -3.168 1.682 0.166  0.225
16 H -3.466 1.606 1.851  0.251
17 H 3.692 -0.989 -0.145  0.242
18 H 3.260 -0.881 -1.785  0.250
19 H 1.581 -1.892 -0.711  0.265
20 H -2.674 -2.179 -0.976  0.434
21 H -3.740 -1.131 -0.116  0.423
22 H -1.318 0.563 1.585  0.433

Atomic forces in eV per Å
0.56 2.34 2.69
-3.06 -0.89 2.07
-1.20 1.23 1.81
-1.29 2.31 -1.90
0.81 -1.44 -1.04
-0.11 -2.70 -2.48
0.24 -0.74 -0.09
0.56 -0.50 0.28
0.32 -1.56 -0.64
-0.23 1.99 0.48
-0.05 0.84 -1.84
0.08 -1.20 -0.59
2.66 0.17 -0.19
0.65 -0.42 -0.99
-0.72 0.23 -0.91
1.08 -0.33 -0.20
1.73 -1.85 1.84
0.04 1.03 0.97
-0.92 0.50 0.37
-0.21 0.90 0.31
-0.85 0.20 0.27
-0.12 -0.10 -0.21

Computed properties:
E_LUMO: -4.414 eV
highest occupied orbital energy: -0.5136 hartree
energy: -13934.5715 eV
energy relative to the best compared isomer or geometry (same formula, charge and spin): 341.2 kJ/mol
net charge: +1
frontier orbital gap: 9.56 eV

No. 5
ORCA calculation (ωB97M-V with the def2-TZVPD basis set) on a gas-phase ion, C5H12N3S (charge +1) in a non-equilibrium geometry.

Each line ends with the natural charge from an NBO analysis.
Cartesian coordinates (Å):
1 C -1.936 0.115 -0.147  0.170
2 C 0.104 -0.925 -0.328  -0.026
3 C -1.922 -2.282 -0.043  -0.443
4 C -0.732 2.338 0.194  -0.473
5 C 2.019 0.552 -0.269  -0.441
6 N -1.250 -0.997 0.063  -0.481
7 N -0.300 1.233 -0.625  -0.321
8 N 0.547 0.392 0.089  -0.227
9 S -3.368 0.732 -0.073  0.234
10 H 0.667 -1.753 0.221  0.233
11 H 0.238 -1.007 -1.374  0.232
12 H -2.357 -2.495 -1.000  0.237
13 H -1.311 -3.057 0.497  0.242
14 H -2.988 -2.019 0.422  0.252
15 H -0.713 2.058 1.285  0.170
16 H -0.050 3.243 0.151  0.221
17 H -1.709 2.723 -0.214  0.257
18 H 2.597 1.481 0.159  0.267
19 H 2.501 -0.266 0.192  0.224
20 H 2.026 0.629 -1.441  0.264
21 H 0.448 0.552 1.046  0.411

Atomic forces in eV per Å
1.44 1.09 -0.73
1.39 -2.46 2.13
-2.90 0.54 2.67
1.11 2.33 0.34
0.42 2.55 -1.75
-0.80 0.19 -0.90
-3.64 -0.05 0.39
2.42 0.27 -2.10
0.15 -0.16 -0.12
-0.48 1.17 -0.80
0.31 -0.02 -1.20
1.03 -0.45 -1.18
-1.09 0.59 -0.78
2.35 -1.16 0.09
-0.75 0.32 -0.73
-0.44 -1.00 -0.29
0.81 -0.66 0.81
-1.95 -1.39 -0.70
0.70 -1.20 -0.11
0.27 -0.47 2.41
-0.33 -0.05 2.55

Computed properties:
E_LUMO: -3.476 eV
highest occupied orbital energy: -0.4784 hartree
energy: -20674.4052 eV
energy relative to the best compared isomer or geometry (same formula, charge and spin): 429.1 kJ/mol
net charge: +1
frontier orbital gap: 9.54 eV

No. 6
ORCA calculation (ωB97M-V with the def2-TZVPD basis set) on C5H12N4 in the gas phase.

Each line ends with the natural charge from an NBO analysis.
Cartesian coordinates (Å):
1 H 1.358 2.160 -0.862  0.340
2 N 0.640 1.451 -0.978  -0.700
3 C 0.205 0.938 0.096  0.368
4 N 0.565 1.249 1.381  -0.612
5 C 1.644 2.152 1.699  -0.416
6 C -0.882 -0.085 -0.008  0.281
7 N -1.793 -0.265 0.847  -0.629
8 H -1.784 0.371 1.642  0.342
9 C -0.820 -0.964 -1.227  -0.118
10 C 0.305 -1.994 -0.999  -0.612
11 N -2.112 -1.558 -1.502  -0.829
12 H 0.309 0.589 2.100  0.393
13 H 1.518 3.082 1.141  0.203
14 H 2.627 1.728 1.459  0.190
15 H 1.611 2.382 2.762  0.214
16 H -0.533 -0.323 -2.070  0.229
17 H 0.404 -2.629 -1.878  0.210
18 H 0.073 -2.619 -0.138  0.204
19 H 1.253 -1.491 -0.830  0.211
20 H -2.004 -2.427 -2.012  0.353
21 H -2.584 -1.748 -0.624  0.377

Atomic forces in eV per Å
0.02 -0.06 0.23
0.14 0.15 -0.56
0.16 0.32 0.54
-0.09 -0.15 0.33
0.05 0.00 -0.21
-0.14 -0.16 -0.16
-0.43 -0.19 0.20
0.24 0.10 -0.14
0.23 -0.12 -0.35
-0.20 0.25 -0.03
-0.13 -0.11 0.08
0.00 0.04 -0.20
0.05 0.02 0.09
-0.04 0.08 -0.01
0.01 0.02 -0.03
0.02 -0.10 0.21
0.04 -0.05 -0.07
-0.03 -0.06 0.06
0.18 0.00 -0.01
-0.04 0.08 0.06
-0.04 -0.05 -0.04

Computed properties:
E_LUMO: 0.704 eV
highest occupied orbital energy: -0.3275 hartree
energy: -11339.7065 eV
energy relative to the best compared isomer or geometry (same formula, charge and spin): 49.7 kJ/mol
net charge: 0
structure (SMILES): [H]/N=C(NC)/C(=N\[H])[C@@H](C)N
frontier orbital gap: 9.62 eV

Look up the energy of the second one.
-9837.0433 eV